The following is a DFT calculation (ωB97M-V/def2-TZVPD) of a molecular structure, C12H27Cl3F6O3PPdSSi2.

Last column: Löwdin spin population.
Cartesian coordinates (Å):
1 Pd -0.4681 1.0306 0.5068  0.68
2 C 3.9941 0.2013 -0.9054  0.00
3 C 2.5562 -0.3213 -0.9289  0.00
4 C 1.7428 0.3462 -2.0381  0.00
5 C 2.5398 -1.8417 -1.0926  0.00
6 O 1.9034 0.0365 0.2830  0.00
7 Si 2.1311 -0.2106 1.8914  0.02
8 S 0.2457 -0.1017 2.7377  0.08
9 O 2.9687 -1.6319 2.0266  0.00
10 C 3.5929 -2.2084 3.1602  0.00
11 C 2.9541 -1.7666 4.4804  0.00
12 C 3.4457 -3.7248 3.0151  0.00
13 C 5.0747 -1.8147 3.1568  0.00
14 O 3.2773 0.8389 2.5033  0.00
15 C 3.2311 2.2413 2.7848  0.00
16 C 4.6934 2.6644 2.9338  0.00
17 C 2.4705 2.4941 4.0884  0.00
18 C 2.5737 3.0059 1.6446  0.01
19 H 4.5387 -0.1108 -1.7993  0.00
20 H 4.5066 -0.1828 -0.0208  0.00
21 H 3.9895 1.2913 -0.8561  0.00
22 H 2.0791 0.0354 -3.0299  0.00
23 H 1.8187 1.4319 -1.9518  0.00
24 H 0.6937 0.0705 -1.9108  0.00
25 H 3.0426 -2.1370 -2.0165  0.00
26 H 1.5052 -2.1889 -1.1193  0.00
27 H 3.0370 -2.3033 -0.2406  0.00
28 H 1.8717 -1.8805 4.4223  0.00
29 H 3.1714 -0.7155 4.6695  0.00
30 H 3.3444 -2.3667 5.3056  0.00
31 H 2.3851 -3.9724 2.9565  0.00
32 H 3.8887 -4.2407 3.8697  0.00
33 H 3.9303 -4.0664 2.0986  0.00
34 H 5.1450 -0.7276 3.1301  0.00
35 H 5.5757 -2.2244 2.2769  0.00
36 H 5.5706 -2.1861 4.0573  0.00
37 H 5.1766 2.0969 3.7327  0.00
38 H 4.7693 3.7302 3.1593  0.00
39 H 5.2261 2.4651 2.0017  0.00
40 H 2.9023 1.8956 4.8944  0.00
41 H 1.4302 2.2016 3.9563  0.00
42 H 2.5123 3.5536 4.3511  0.00
43 H 3.1514 2.9135 0.7242  0.00
44 H 2.4595 4.0624 1.8854  0.00
45 H 1.5798 2.6008 1.4725  0.00
46 F -0.6744 3.7233 0.8708  0.00
47 P -0.9005 4.2654 -0.6483  0.00
48 F -2.4785 4.0239 -0.4903  0.00
49 F -1.1124 4.8281 -2.1499  0.00
50 F -1.0403 5.7719 -0.0634  0.00
51 F 0.7042 4.4746 -0.7952  0.00
52 F -0.7203 2.7467 -1.2653  0.03
53 Cl -3.9151 -0.6472 1.1248  0.02
54 Si -2.2258 -0.3121 -0.1506  0.07
55 Cl -1.8487 -2.4096 -0.6230  0.02
56 Cl -3.3155 0.0823 -1.9951  0.04

Cartesian forces, eV/Å:
-0.477 -0.593 0.399
-0.135 -0.012 0.113
0.177 -0.032 -0.276
0.072 -0.023 0.217
-0.133 0.115 0.141
0.299 0.067 -0.230
-0.400 0.238 0.451
0.240 0.241 -0.457
0.023 -0.215 0.005
0.255 -0.173 0.203
-0.075 0.065 -0.223
-0.092 0.160 -0.064
-0.169 0.012 -0.037
-0.035 0.161 -0.041
0.147 0.021 0.066
-0.050 -0.040 -0.061
0.014 -0.152 -0.202
0.042 -0.147 0.028
-0.014 0.000 -0.029
0.060 -0.015 -0.024
0.031 0.008 0.010
0.053 -0.005 0.016
-0.053 0.008 -0.038
0.002 0.000 -0.093
-0.009 0.033 -0.029
-0.001 -0.030 -0.002
0.025 -0.064 -0.045
-0.023 -0.026 0.066
-0.033 0.038 0.031
0.022 0.005 -0.001
-0.002 -0.047 0.014
0.031 -0.019 -0.009
-0.004 0.008 -0.012
0.039 0.016 0.004
-0.001 0.011 -0.009
0.035 -0.034 -0.012
-0.035 0.001 0.023
-0.014 0.018 0.011
0.010 0.000 0.003
0.003 0.045 0.024
-0.047 -0.036 0.068
0.043 -0.006 0.029
-0.021 -0.020 -0.022
0.019 0.045 0.010
-0.162 0.083 -0.089
0.112 -0.266 -0.207
0.125 0.396 -0.106
0.006 -0.016 -0.067
-0.005 -0.058 0.000
-0.053 0.017 -0.030
-0.012 -0.044 0.011
-0.014 0.158 0.395
0.067 0.108 0.097
-0.303 -0.358 -0.407
0.224 0.203 0.149
0.195 0.150 0.238

**Net charge**: -2
**2S+1**: 2
**E_LUMO (spin up / spin down)**: 0.159 / 0.158 Eh

The following is a DFT calculation (ωB97M-V/def2-TZVPD) of a molecular structure, C12H27ClGaIN2OP2.

Last column: Löwdin charge in e.
Cartesian coordinates (Å):
1 C 1.5005 -0.3256 -1.3017  -0.07
2 C 0.4093 -1.0993 -0.6079  -0.65
3 H 2.4564 -0.6912 -0.8993  0.11
4 H 1.4892 0.7709 -1.2327  -0.01
5 H 1.4316 -0.5606 -2.3965  0.08
6 O 0.7572 -1.5844 0.4865  -0.04
7 I -1.9241 0.1125 0.3553  1.07
8 Ga -1.0829 1.7924 -3.4060  0.36
9 P -0.9008 -1.8219 -1.8181  0.80
10 C -1.1285 -2.8313 -0.3281  -0.31
11 C -2.6098 -2.2208 -2.5324  -0.17
12 H -2.7718 -3.3201 -2.4793  0.08
13 H -0.4873 -3.7737 -3.0594  0.06
14 H -2.6648 -1.9181 -3.6097  0.07
15 H 0.2808 -2.4117 -3.9395  0.07
16 H -2.1538 -2.7619 0.0771  0.04
17 H -3.3835 -1.7340 -1.9233  0.04
18 C 0.1306 -2.8731 -2.9494  -0.18
19 H -0.7571 -3.8305 -0.6149  0.09
20 H 1.1031 -3.1335 -2.5171  0.07
21 H -0.4161 -2.4795 0.4511  -0.01
22 P 0.2610 2.6934 -0.6281  0.73
23 C 0.4112 2.8980 1.1942  -0.26
24 C 1.9338 3.2309 -1.2205  -0.24
25 H -0.8193 4.1827 -2.2347  0.02
26 H -0.6843 4.9582 -0.5622  0.08
27 H -1.9698 3.6888 -0.8886  0.06
28 C -0.9308 4.0216 -1.1200  -0.31
29 H 1.9998 3.1903 -2.3225  0.06
30 H 2.0593 4.2526 -0.8549  0.07
31 H 0.3139 3.9678 1.4460  0.07
32 H 1.4081 2.5432 1.5285  0.05
33 H 2.7184 2.5713 -0.7996  0.06
34 H -0.3718 2.3037 1.7070  0.01
35 Cl -2.1137 2.0110 -5.3175  0.03
36 C 1.9831 -0.7605 4.5866  0.02
37 N 0.7413 -0.7091 3.8188  -0.09
38 C -0.4286 -1.4566 4.0350  0.01
39 C -1.1876 -1.2691 2.9247  -0.16
40 N -0.6245 -0.2700 2.1513  -0.31
41 C 0.5709 -0.0045 2.6843  -0.14
42 H 2.4684 0.2251 4.6802  0.11
43 H 1.6913 -1.1732 5.5536  0.11
44 H 2.7402 -1.3844 4.1052  0.10
45 H -0.6625 -1.9914 4.9489  0.14
46 H -2.0889 -1.7409 2.5383  0.10
47 H 1.3029 0.7167 2.2917  0.13

Cartesian forces, eV/Å:
0.471 -0.020 -1.405
4.614 1.485 1.550
-0.261 0.185 -0.245
-0.291 -0.657 0.180
0.298 0.297 0.818
-0.068 2.129 -3.293
-0.980 1.633 -0.643
-0.314 -0.326 -0.468
-0.200 -3.414 1.220
-1.133 -2.316 0.427
-0.553 1.124 -0.904
0.673 0.675 0.254
0.323 0.112 -0.118
-0.002 -0.017 1.009
-0.096 -0.144 0.397
0.357 -0.756 -0.669
0.229 -0.022 -0.354
-0.183 0.493 0.085
-0.802 -0.059 0.355
-0.233 0.075 -0.025
-1.859 -1.346 -0.457
0.017 1.265 0.256
0.037 -0.395 0.211
-0.327 -0.535 -0.195
-0.194 0.076 1.261
-0.285 -0.644 -0.491
0.720 0.317 -0.165
0.192 0.031 -0.398
-0.051 0.144 0.512
0.190 -0.006 -0.114
0.020 -0.392 -0.071
-0.556 0.325 -0.273
-0.437 0.431 -0.148
0.440 0.610 -0.238
0.313 -0.051 0.617
0.250 0.143 0.394
-0.758 0.444 -0.677
0.709 0.000 -0.542
-0.582 0.564 -0.040
0.921 -0.804 1.240
-0.075 0.395 0.100
-0.670 -0.229 0.164
0.504 0.187 0.008
-0.420 -0.289 0.010
0.465 -0.124 -0.313
0.094 0.180 0.780
-0.508 -0.774 0.395

**Net charge**: +2
**E_LUMO (spin up / spin down)**: -0.290 / -0.342 Eh

The following is a DFT calculation (ωB97M-V/def2-TZVPD) of a molecular structure, C12H27ClIN2OP2SYb.

Last column: Löwdin spin population.
Cartesian coordinates (Å):
1 C -0.6020 -0.1127 -5.8083  0.00
2 C -0.5501 -0.0042 -4.3277  -0.01
3 H 0.0623 -0.9068 -6.1615  0.00
4 H -0.3051 0.8439 -6.2417  0.00
5 H -1.6326 -0.3191 -6.1117  0.00
6 O 0.0579 -0.6880 -3.5161  -0.01
7 I -2.0397 2.0127 -3.7864  0.01
8 Yb -0.8295 0.6483 -1.8547  1.00
9 P -1.8672 -1.5504 -0.1317  0.00
10 C -1.6185 -3.1852 0.6642  0.00
11 C -3.2619 -0.9591 0.9160  0.00
12 H -4.1035 -1.6501 0.8143  0.00
13 H -3.7498 -2.5766 -1.2485  0.00
14 H -3.5232 0.0501 0.5818  0.00
15 H -3.1122 -1.2145 -2.2270  0.00
16 H -1.1034 -3.0535 1.6270  0.00
17 H -2.9268 -0.8969 1.9542  0.00
18 C -2.8371 -2.0786 -1.6005  0.00
19 H -2.5894 -3.6796 0.8312  0.00
20 H -2.2437 -2.7778 -2.2041  0.00
21 H -0.9931 -3.8124 0.0104  0.00
22 P 1.6319 1.6399 -0.5167  0.00
23 C 3.2757 1.1946 0.1581  0.00
24 C 2.1554 2.3014 -2.1500  0.00
25 H 0.3965 3.6206 0.1132  0.00
26 H 2.1764 3.9366 0.0504  0.00
27 H 1.4322 3.0697 1.4462  0.00
28 C 1.3917 3.2398 0.3658  0.00
29 H 1.2847 2.5925 -2.7594  0.00
30 H 2.7882 3.1809 -1.9768  0.00
31 H 3.9326 2.0771 0.1572  0.00
32 H 3.7149 0.4088 -0.4734  0.00
33 H 2.7274 1.5377 -2.6912  0.00
34 H 3.1840 0.8123 1.1826  0.00
35 Cl -2.2236 2.2267 -0.2694  0.00
36 C 0.0218 0.7883 4.5261  0.00
37 N 0.7467 -0.2102 3.7396  0.00
38 C 1.6370 -1.1505 4.2266  0.00
39 C 2.0775 -1.8728 3.1613  0.00
40 N 1.4467 -1.3592 2.0427  0.00
41 C 0.6257 -0.3255 2.3970  0.00
42 S -0.3767 0.6621 1.4451  0.00
43 H 0.2798 1.7995 4.1918  0.00
44 H -1.0594 0.6525 4.4120  0.00
45 H 0.3030 0.6618 5.5737  0.00
46 H 1.8638 -1.2066 5.2781  0.00
47 H 2.7759 -2.6930 3.1075  0.00
48 H 1.5590 -1.6744 1.0825  0.00

Cartesian forces, eV/Å:
0.131 -0.099 0.088
1.140 -1.413 -0.337
-0.048 0.018 0.235
-0.085 0.078 0.032
-0.027 0.093 0.066
-2.046 2.405 -1.625
0.004 -0.268 -1.991
0.832 -0.319 6.740
-1.144 -0.151 -0.505
0.829 -0.074 -0.164
0.517 0.533 -0.215
0.130 0.100 0.033
0.051 0.098 -0.465
-0.195 -0.223 0.216
-0.179 -0.120 0.056
-0.185 -0.084 -0.263
-0.104 -0.008 -0.146
-0.083 -0.428 0.009
0.317 0.312 -0.118
-0.180 0.107 0.036
-0.200 0.063 0.312
0.124 0.945 -0.884
-0.086 -0.816 -0.058
0.484 0.150 0.001
0.208 0.154 0.156
-0.168 -0.133 0.080
-0.028 0.062 -0.245
-0.566 -0.394 -0.078
0.178 0.144 0.048
-0.098 -0.100 -0.475
-0.318 -0.214 -0.064
0.030 0.214 0.262
-0.079 0.163 -0.011
0.028 0.123 -0.230
0.589 -0.656 -1.508
-0.016 0.044 0.138
-0.124 0.141 -0.310
0.151 -0.295 -0.571
0.048 0.072 0.646
-0.368 0.408 -0.244
0.248 -0.299 0.231
0.162 -0.218 0.766
-0.013 -0.278 0.056
0.279 -0.025 0.007
-0.067 0.039 -0.189
0.063 -0.100 -0.096
-0.097 0.107 0.029
-0.039 0.144 0.552

**Net charge**: +2
**2S+1**: 2
**E_LUMO (spin up / spin down)**: -0.338 / -0.340 Eh

The following is a DFT calculation (ωB97M-V/def2-TZVPD) of a molecular structure, C12H27ClIO5P2Pb.

Last column: Löwdin charge in e.
Cartesian coordinates (Å):
1 C -3.8880 2.4577 -6.2216  -0.06
2 C -3.4304 1.4828 -5.1752  -0.64
3 H -4.7520 2.0597 -6.7695  0.12
4 H -3.0664 2.6397 -6.9246  0.10
5 H -4.1697 3.4101 -5.7523  0.11
6 O -3.9489 0.4757 -4.7735  0.08
7 I -1.3881 2.1367 -4.3734  0.90
8 Pb -1.4665 0.4043 -1.9601  0.77
9 P 1.0821 -1.1410 -2.0529  0.76
10 C 1.5215 -2.9160 -2.0205  -0.23
11 C 1.0296 -0.9155 -3.8723  -0.26
12 H 2.7216 0.6297 -1.8131  0.03
13 H 3.4631 -0.8646 -2.4936  0.09
14 H 3.0972 -0.7604 -0.7425  0.05
15 C 2.7620 -0.4640 -1.7453  -0.23
16 H 0.9601 0.1489 -4.1347  0.01
17 H 1.9534 -1.3296 -4.2980  0.09
18 H 2.2938 -3.1153 -2.7795  0.08
19 H 0.6298 -3.5139 -2.2523  0.07
20 H 0.1765 -1.4621 -4.2973  0.07
21 H 1.9187 -3.1826 -1.0309  0.07
22 C -0.5335 -1.5228 0.2874  -0.20
23 O -0.9582 -2.6319 0.2373  0.21
24 Cl 0.3677 1.9929 -1.1950  -0.08
25 C -2.8678 -0.6670 3.2025  -0.05
26 C -2.4602 0.3920 2.2101  -0.18
27 O -0.9912 0.5500 2.0808  -0.18
28 P 0.0622 -0.5484 1.7124  0.61
29 O 0.2197 -1.4856 2.9450  -0.17
30 C 0.5468 -1.1763 4.4291  -0.10
31 C 0.3403 0.2366 4.8663  -0.05
32 O 1.3744 0.1973 1.3821  -0.22
33 C 2.6517 0.7141 2.0766  -0.12
34 C 2.7084 2.2111 1.9979  -0.04
35 H -2.5129 -1.6676 2.9099  0.09
36 H -3.9692 -0.6608 3.2054  0.12
37 H -2.5091 -0.4446 4.2195  0.09
38 H -2.8634 0.1927 1.2088  0.11
39 H -2.7955 1.3877 2.5168  0.15
40 H -0.0953 -1.8765 4.9605  0.14
41 H 1.5863 -1.4877 4.5304  0.13
42 H -0.7042 0.5498 4.7850  0.08
43 H 0.5947 0.2974 5.9315  0.12
44 H 1.0144 0.9525 4.3818  0.08
45 H 2.6129 0.3263 3.0995  0.11
46 H 3.4533 0.2319 1.5099  0.13
47 H 2.0314 2.6836 2.7209  0.09
48 H 3.7292 2.5021 2.2813  0.12
49 H 2.4677 2.5707 0.9895  0.07

Cartesian forces, eV/Å:
0.208 0.094 -0.108
-2.875 -2.846 -0.044
0.214 -0.118 0.345
-0.121 0.054 0.159
0.174 -0.184 0.011
2.211 3.081 -0.661
0.044 -0.020 0.159
-0.285 1.301 -0.139
3.053 -1.455 -0.498
-0.847 -0.283 0.531
-1.258 0.614 -0.363
0.203 -0.266 0.053
-0.441 -0.032 0.139
-0.036 0.132 -0.279
-0.397 0.794 0.839
0.056 -0.328 -0.007
-0.114 0.010 0.382
-0.265 0.240 0.204
0.324 -0.124 0.123
0.188 0.172 -0.066
-0.178 -0.068 -0.283
-0.480 -5.576 -1.246
1.314 4.612 0.039
-0.652 -0.634 -0.143
-0.037 -0.100 0.030
-0.363 0.191 0.211
0.424 -0.903 -1.490
2.050 3.476 5.576
-0.314 0.138 -1.970
0.290 -0.282 0.357
-0.176 0.432 -0.044
-1.663 -1.190 -0.963
0.227 -0.309 0.174
-0.434 0.090 0.176
-0.248 0.242 0.118
0.353 -0.175 0.149
-0.239 -0.061 -0.413
0.120 0.008 0.097
0.180 -0.203 -0.121
0.001 -0.005 -0.246
-0.131 -0.103 -0.199
0.297 0.104 -0.055
-0.016 -0.264 -0.087
-0.301 -0.090 -0.065
0.060 0.025 -0.332
-0.307 0.016 0.133
0.086 -0.112 -0.246
-0.168 -0.030 -0.207
0.265 -0.064 0.272

**Net charge**: +3
**E_LUMO (spin up / spin down)**: -0.468 / -0.490 Eh

- Among the records above, which one has the highest net charge?
  C12H27ClIO5P2Pb

- net charge of number 2 (C12H27ClGaIN2OP2)?
  +2

- Which value of net charge does entry 3 give?
  +2